{
  "formula": "C19H41BCaN6Si4Te",
  "method": "the ωB97M-V functional and the def2-TZVPD basis",
  "relative_energy_kcal_mol": 28.93,
  "e_lumo_ev": 0.26,
  "spin_multiplicity": 1,
  "symbols": ["H", "N", "B", "N", "C", "Ca", "H", "C", "H", "C", "H", "C", "H", "H", "H", "N", "N", "N", "N", "C", "C", "H", "H", "C", "C", "C", "C", "H", "H", "H", "H", "H", "C", "Si", "C", "C", "Si", "Te", "Si", "C", "C", "C", "Si", "C", "C", "C", "H", "H", "H", "H", "H", "H", "H", "H", "H", "H", "H", "H", "H", "H", "H", "H", "H", "H", "H", "H", "H", "H", "H", "H", "H", "H", "H"],
  "coordinates": [[3.36064, 0.21456, 1.10467], [3.50089, -1.28015, -0.38213], [4.33845, -3.13259, -2.00422], [4.46464, -2.15728, -0.77522], [5.55903, -1.97545, 0.00484], [1.72211, -1.25239, -1.27724], [6.44670, -2.58451, -0.15885], [5.29807, -0.95801, 0.92358], [5.96411, -0.56941, 1.69204], [3.98559, -0.54706, 0.64196], [5.29832, -3.87242, -1.95755], [-1.05578, 0.32891, -3.51646], [-1.96824, 0.92570, -3.38771], [-1.43280, -0.76707, -3.33543], [-0.71809, 0.29483, -4.56254], [4.34471, -2.36373, -3.33665], [3.03987, -3.96156, -1.84230], [3.43358, -1.39950, -3.63763], [1.84998, -3.38436, -1.54581], [5.27650, -2.48052, -4.32981], [2.87562, -5.30131, -1.98609], [6.08072, -3.21299, -4.25649], [3.72786, -5.93614, -2.22493], [4.96414, -1.55412, -5.31862], [1.53072, -5.60511, -1.77630], [3.80260, -0.90906, -4.82831], [0.92797, -4.36377, -1.49713], [5.49051, -1.38043, -6.25713], [1.05769, -6.58534, -1.80899], [3.21442, -0.11400, -5.29244], [-0.10807, -4.12836, -1.25218], [-0.24153, 0.73109, -2.88502], [-1.67006, 3.66306, -1.10942], [-2.93166, 2.90919, 0.04210], [-3.63883, 4.24707, 1.13441], [-4.30248, 2.22753, -1.02382], [-1.99445, 1.25733, 1.25368], [-1.14706, -0.38613, -0.38514], [-0.38650, 1.99461, 2.64332], [-1.14981, 2.95794, 4.04883], [0.59096, 0.56325, 3.33842], [0.81680, 3.09644, 1.74301], [-3.55365, 0.04572, 2.35973], [-4.66705, 1.11354, 3.40934], [-4.61679, -0.90113, 1.14436], [-2.74396, -1.23221, 3.44934], [-2.16166, 4.44083, -1.72854], [-1.25617, 2.87564, -1.76992], [-0.85075, 4.12939, -0.53492], [-4.10363, 5.02815, 0.49927], [-4.41057, 3.81738, 1.80403], [-2.82984, 4.69999, 1.73917], [-3.90764, 1.41396, -1.66620], [-5.11760, 1.84482, -0.38152], [-4.70760, 3.03849, -1.66291], [-1.83039, 2.29739, 4.62129], [-0.34882, 3.32616, 4.72176], [-1.71765, 3.82077, 3.64984], [1.05285, -0.00536, 2.50492], [1.38747, 0.95666, 4.00228], [-0.06054, -0.10817, 3.92371], [1.26095, 2.54516, 0.88892], [0.29161, 4.00173, 1.38524], [1.61911, 3.40622, 2.44357], [-5.21116, 1.82870, 2.76232], [-5.40134, 0.46496, 3.93046], [-4.06842, 1.66419, 4.16005], [-3.97653, -1.57090, 0.53373], [-5.34948, -1.51705, 1.70441], [-5.16444, -0.21107, 0.47973], [-2.06845, -1.86860, 2.84061], [-2.17710, -0.72830, 4.25425], [-3.52859, -1.86573, 3.91232]],
  "atomic_forces_ev_per_a": [[0.2321, -0.2137, -0.0575], [4.1884, 0.1369, 2.2274], [0.2198, -0.1666, 0.1881], [0.6636, 0.5492, 0.7636], [-0.4934, 0.0653, -0.2463], [-4.7572, 2.3204, -2.4417], [-0.3351, 0.2545, 0.1081], [-0.0908, 0.0440, -0.0103], [-0.2672, -0.1958, -0.3399], [0.5503, -0.7800, -0.4784], [-0.2657, 0.1542, -0.1037], [-0.6075, -1.8381, -0.9214], [0.4463, 0.0949, -0.1460], [1.2072, 2.0381, 0.2314], [-0.2319, 0.4712, 0.0717], [0.5128, 0.0856, -0.4449], [-0.3275, -0.8273, 0.0049], [0.3179, -0.0953, -0.0341], [-0.2280, -2.3380, -0.2392], [-0.5757, 0.3970, 0.1568], [-0.2249, 0.5198, 0.0938], [-0.3579, 0.3337, -0.0007], [-0.3525, 0.2497, 0.1034], [-0.1979, -0.1616, 0.3713], [0.1041, 0.2272, 0.0318], [-0.0364, -0.1199, 0.1413], [0.5826, -0.1614, -0.1306], [-0.2720, -0.0562, 0.4461], [0.2187, 0.4378, 0.0140], [0.2709, -0.3551, 0.2080], [0.3726, -0.0743, -0.0986], [-0.6860, -0.6355, -0.2368], [0.2703, 0.2314, -0.2978], [-0.2473, 0.4690, -0.6031], [-0.1986, 0.3105, 0.2461], [-0.3554, -0.1142, -0.2539], [0.2811, -0.6673, -0.3305], [0.5010, -0.3821, 0.4684], [0.5061, 0.0615, 0.4024], [-0.0922, 0.2164, 0.3604], [0.3359, -0.2528, 0.1869], [0.3571, 0.3237, -0.1123], [-0.5591, -0.5869, 0.1237], [-0.3015, 0.1945, 0.2873], [-0.2054, -0.2705, -0.2507], [0.2017, -0.3133, 0.3321], [0.3225, -0.3389, 0.2124], [-0.1155, 0.4555, 0.2938], [-0.2318, -0.1586, -0.3770], [0.1942, -0.2802, 0.4195], [0.3947, 0.3805, -0.2321], [-0.4997, -0.0785, -0.1794], [-0.3609, 0.3485, 0.3345], [0.2702, 0.0756, -0.4426], [0.1321, -0.4410, 0.2352], [0.2770, 0.4579, -0.1681], [-0.4849, -0.1010, -0.2202], [0.1923, -0.3814, 0.3598], [-0.2460, 0.1565, 0.5108], [-0.2947, -0.2798, -0.2766], [0.3916, 0.1417, -0.2655], [-0.1937, 0.4491, 0.3349], [0.4096, -0.3607, 0.0234], [-0.2841, -0.0873, -0.4306], [0.1776, -0.2443, 0.4583], [0.2934, 0.4434, -0.1850], [-0.4447, -0.1274, -0.2992], [-0.4380, 0.3805, 0.2515], [0.2829, 0.2613, -0.3024], [0.1659, -0.4047, 0.1554], [-0.2820, 0.3197, 0.4522], [-0.1498, -0.4057, -0.2684], [0.4482, 0.2385, -0.1855]]
}